Entry 1:
C37H49F2N5O2PbS2 | ωB97M-V/def2-TZVPD

The geometry in XYZ format:
```
98
Properties=species:S:1:pos:R:3:forces:R:3:lowdin_charge:R:1
H 3.126 -0.158 5.694 -0.011 0.033 -0.029 0.094
H 0.136 2.412 0.589 -0.009 0.050 0.025 0.030
H -4.024 -2.549 -2.129 -0.032 -0.007 0.006 0.068
N -1.351 0.639 0.094 0.319 -0.003 -0.137 -0.139
H 0.147 -7.083 -2.778 -0.015 0.006 -0.037 0.089
F 5.285 -2.158 -0.668 -0.038 0.003 0.105 -0.100
C 1.458 -4.506 1.867 -0.057 0.122 -0.048 -0.053
H 0.996 -5.096 1.072 -0.032 -0.049 -0.033 0.063
C 4.392 -1.567 0.224 -0.186 0.272 -0.065 -0.900
H -0.339 -4.726 4.045 -0.004 -0.021 -0.008 0.065
H 3.695 5.288 -3.270 0.007 -0.026 0.030 0.123
H -1.699 4.029 2.617 0.003 -0.010 -0.002 0.067
H -1.951 2.326 2.196 -0.036 -0.029 0.043 0.048
H -1.462 -3.496 3.440 -0.014 -0.003 0.026 0.068
N 1.434 2.891 -4.069 -0.013 -0.016 -0.403 -0.092
C 0.775 -5.041 -2.618 -0.260 -0.459 0.107 -0.123
C -3.826 1.471 -2.553 -0.034 0.064 -0.031 -0.077
H -4.640 -1.372 -0.958 -0.040 0.000 -0.019 0.076
H -1.991 -4.492 -0.086 0.033 0.091 0.011 0.130
C 2.719 4.803 -3.269 -0.037 -0.084 -0.040 -0.181
O -0.656 -2.548 -0.468 0.184 0.048 -0.193 -0.280
H -2.742 -0.691 -4.171 0.012 0.011 0.014 0.068
C -4.180 -1.483 -1.942 0.062 0.026 0.073 -0.072
H 2.384 3.023 2.909 -0.021 -0.017 -0.008 0.069
C -2.838 -0.751 -1.989 -0.050 -0.003 -0.152 -0.382
H 0.142 5.022 -2.944 -0.015 0.027 -0.012 0.124
C -3.251 3.468 -1.393 -0.011 0.029 -0.055 -0.086
H -1.180 -0.484 -3.349 0.097 0.006 -0.065 0.056
N -0.423 -3.660 -1.100 -0.129 -0.290 0.048 -0.220
H -4.387 0.967 -3.335 0.025 -0.024 0.015 0.095
C -2.379 2.775 -0.557 0.041 0.085 -0.103 -0.138
H 2.324 -3.990 1.447 0.003 -0.058 -0.018 0.075
C -2.129 -1.017 -3.322 -0.024 -0.013 0.171 -0.060
C 2.780 3.449 -3.965 0.089 0.181 0.216 -0.112
H -0.320 1.416 3.379 -0.037 0.013 0.027 0.042
H -1.452 -0.991 3.054 -0.034 -0.019 -0.040 0.096
C 2.580 -0.817 5.025 0.042 -0.053 0.030 -0.073
H 1.587 -5.128 -3.325 0.024 0.031 0.002 0.087
H -0.525 3.372 -4.619 0.022 -0.044 -0.047 0.133
H -3.365 4.541 -1.259 0.031 -0.005 0.037 0.091
S 3.839 0.027 -0.297 0.616 0.067 0.051 0.309
H 2.384 4.663 -2.233 0.031 0.022 0.002 0.128
N 0.386 -0.569 2.044 0.131 0.012 -0.273 -0.154
C 0.460 -3.489 2.437 0.010 -0.123 0.063 -0.375
C 2.347 1.937 2.765 0.091 -0.031 0.006 -0.081
H 3.418 2.758 -3.415 -0.010 -0.043 -0.036 0.138
C -0.028 -6.119 -2.317 0.197 0.261 -0.058 -0.115
N 0.569 1.424 -2.265 -0.130 0.395 -0.511 0.138
H -2.215 -1.155 -1.199 0.113 -0.041 0.088 0.087
H -1.914 -2.082 -3.435 0.001 -0.009 -0.027 0.070
C 1.113 -1.109 3.104 0.071 0.057 0.284 -0.194
H -1.878 4.663 0.247 -0.023 -0.028 -0.033 0.110
C 2.626 -2.182 5.248 -0.018 -0.069 0.060 -0.118
H -0.111 5.883 -4.486 -0.027 -0.007 0.019 0.122
C -2.973 0.734 -1.742 0.047 0.048 0.259 -0.137
F 5.095 -1.535 1.428 -0.015 -0.049 -0.109 -0.094
C -0.691 -4.209 3.147 0.019 0.062 -0.077 -0.066
C 0.305 1.742 4.208 0.146 -0.025 0.024 -0.066
C -1.810 0.046 1.256 -0.332 -0.135 0.055 -0.276
H 3.207 -2.591 6.068 0.017 0.011 -0.020 0.081
H -4.667 3.401 -3.010 0.021 -0.009 -0.015 0.078
H 3.353 1.574 2.564 0.080 -0.027 -0.055 0.062
S 1.612 -2.455 -2.361 0.051 -0.366 -0.187 0.513
C -1.003 -0.566 2.156 -0.134 0.130 0.135 -0.279
C 0.473 3.805 -4.685 -0.078 0.238 0.139 -0.118
H 1.814 -5.198 2.636 0.025 0.016 0.000 0.066
H 0.751 3.931 -5.735 -0.014 -0.024 0.005 0.124
H 2.334 1.599 4.858 0.000 -0.068 0.004 0.110
H 1.927 -4.086 4.585 -0.009 0.007 -0.038 0.096
C -2.223 1.364 -0.703 -0.182 0.070 -0.013 -0.210
C 1.902 -3.013 4.414 0.071 -0.018 0.074 -0.074
H -1.145 -4.950 2.481 -0.006 -0.007 0.017 0.062
C -0.128 3.455 0.434 -0.068 0.153 -0.071 -0.074
C -2.173 3.351 1.901 0.025 0.018 -0.137 -0.064
H 1.741 1.724 1.889 -0.008 -0.020 -0.063 0.027
C 1.833 -0.259 3.994 -0.071 -0.018 0.156 -0.124
H 0.040 -2.929 1.605 -0.032 0.062 -0.020 0.086
H -3.255 3.500 1.942 0.001 -0.022 0.021 0.073
C 0.511 5.150 -3.971 0.049 -0.090 0.001 -0.185
Pb 0.892 -0.392 -0.335 -0.569 -0.184 0.928 1.115
H 0.346 4.065 1.208 0.010 0.004 -0.007 0.072
C -1.650 3.616 0.484 0.100 -0.253 0.147 -0.367
C -1.059 -5.944 -1.394 -0.087 -0.093 0.039 -0.106
H -1.722 -6.753 -1.119 -0.015 0.028 0.022 0.088
C 0.604 -3.781 -2.014 0.202 0.475 -0.109 -0.712
H 0.261 3.766 -0.541 0.011 -0.026 0.021 0.051
H 3.165 3.578 -4.980 0.027 -0.055 0.012 0.125
H 3.572 -2.277 0.365 0.136 -0.056 -0.032 0.055
H 0.272 2.836 4.260 0.001 0.002 0.016 0.067
O 1.830 5.679 -3.951 -0.035 -0.042 -0.028 -0.142
H -0.107 1.336 5.136 -0.026 0.002 -0.019 0.076
C 1.747 1.264 3.994 -0.220 -0.020 -0.205 -0.370
C -3.983 2.837 -2.385 -0.028 0.021 -0.075 -0.130
C 1.160 -2.508 3.353 -0.006 0.209 -0.137 -0.139
H -4.879 -1.105 -2.695 -0.004 -0.031 0.002 0.059
C -1.225 -4.712 -0.815 -0.020 -0.104 -0.004 -0.054
C 0.983 2.111 -3.093 -0.018 -0.093 0.220 -0.231
H -2.885 0.063 1.453 0.027 -0.046 0.045 0.097
```
Positions in Å, forces in eV/Å.

Its net charge is -2. Its LUMO energy is 4.05 eV.

***

Entry 2:
C37H49N3O6P2STi | ωB97M-V/def2-TZVPD

The geometry in XYZ format:
```
99
Properties=species:S:1:pos:R:3:forces:R:3:lowdin_charge:R:1
C 1.145 2.826 -3.027 0.015 0.039 0.018 -0.102
H 4.548 0.556 -2.567 0.002 0.024 -0.036 0.131
H -6.224 -2.651 0.674 0.017 0.015 0.001 0.119
H 1.020 0.504 6.052 -0.006 -0.001 -0.006 0.103
H 2.292 -4.708 1.190 -0.003 0.005 -0.002 0.090
H 0.801 0.755 -3.471 0.016 -0.040 -0.024 0.078
O 0.178 -1.274 -2.248 -0.296 -0.353 -0.224 -0.222
H -1.201 1.125 -4.939 -0.005 -0.001 0.017 0.075
N 0.181 1.050 0.821 -0.136 0.202 0.269 -0.083
C 4.178 -1.430 -3.428 -0.011 0.035 -0.053 -0.065
C -3.373 1.894 -2.947 -0.073 -0.040 -0.043 -0.103
H 0.602 3.773 -3.016 0.007 -0.021 -0.012 0.074
C -7.054 -0.204 1.480 0.054 0.003 -0.004 -0.046
H 0.849 3.384 2.006 -0.013 0.023 -0.020 0.115
C -0.176 4.768 0.752 0.008 -0.006 -0.013 -0.066
C -5.398 -2.037 1.015 -0.011 -0.053 -0.017 -0.030
C -0.626 -2.310 -2.392 0.076 0.390 0.120 -0.599
H 2.892 -4.120 3.480 0.014 0.010 0.011 0.087
H -4.315 1.509 -3.345 0.018 0.023 -0.007 0.086
O -1.537 -3.841 1.436 0.047 -0.090 0.067 -0.278
C -0.521 1.924 -4.650 0.027 0.020 -0.024 -0.098
C 3.847 -0.166 1.214 0.007 0.088 0.008 -0.490
C -0.969 4.965 -0.375 0.016 -0.042 0.044 -0.086
C -1.287 3.867 -1.149 0.015 0.004 -0.011 -0.100
H -1.201 2.204 2.816 0.010 -0.019 0.001 0.119
H -1.069 2.867 -4.630 0.000 -0.002 0.017 0.069
C 2.418 -3.686 0.825 0.045 -0.021 0.002 -0.109
H 1.242 -2.834 2.393 -0.017 0.047 0.009 0.079
H 3.235 -2.475 3.979 0.008 0.060 -0.001 0.053
H -2.103 -3.159 -1.117 -0.049 0.013 0.018 0.120
O -1.022 -2.739 -3.447 0.069 -0.039 -0.146 0.092
C 3.733 -0.039 -2.987 0.071 0.084 0.015 -0.061
H -0.503 -3.846 -0.915 0.034 -0.038 0.005 0.127
H 4.515 -0.345 3.285 -0.009 -0.005 -0.019 0.075
H 5.232 -1.548 2.203 -0.013 -0.056 -0.003 0.061
C -0.884 2.581 -0.784 -0.071 0.103 -0.068 -0.291
H 1.690 -3.514 0.035 -0.026 0.018 0.028 0.048
H -7.672 -0.735 2.207 0.030 -0.006 -0.003 0.085
C -2.502 0.711 -2.526 -0.104 -0.109 0.076 -0.495
H -1.289 5.957 -0.664 0.012 -0.002 0.000 0.102
P -0.844 1.160 -1.869 0.059 0.225 0.125 1.137
C -5.648 -0.744 1.467 -0.042 0.040 0.018 -0.267
C 0.224 3.501 1.131 0.035 0.090 0.036 -0.036
C 1.397 0.041 2.707 0.060 -0.088 0.036 -0.312
H 3.450 1.737 2.178 0.013 -0.012 -0.003 0.082
C 3.218 -3.141 3.121 -0.059 -0.048 0.001 -0.100
Ti 0.497 -0.495 -0.453 0.062 0.625 -0.192 0.917
C 3.602 -2.353 -2.355 -0.075 0.032 0.140 -0.447
P 2.182 -0.966 1.419 0.140 0.159 0.337 1.123
C -3.284 -0.471 1.905 0.028 -0.103 0.038 -0.045
H 0.231 2.011 -5.438 -0.018 -0.003 -0.005 0.084
H 5.254 -1.566 -3.507 0.005 -0.001 0.013 0.120
O 2.004 0.481 -1.304 0.558 -0.118 -0.471 -0.190
H 3.252 0.564 -3.756 -0.025 -0.023 0.000 0.115
H -3.712 0.456 -0.742 0.029 -0.028 -0.008 0.079
H -1.820 4.007 -2.080 -0.022 -0.004 0.001 0.100
H 1.899 2.887 -3.818 -0.012 0.006 0.017 0.083
H -4.758 1.031 2.282 -0.002 -0.011 -0.009 0.116
C 3.685 1.361 1.180 0.019 -0.035 0.049 -0.103
H -2.451 0.121 2.264 -0.028 -0.039 -0.024 0.099
C 4.889 -0.521 2.274 0.025 0.035 0.014 -0.098
H -2.686 -0.928 -1.082 0.023 0.005 -0.049 0.035
N 2.749 -1.621 -1.509 0.207 -0.229 -0.078 0.138
O 3.836 -3.528 -2.249 0.008 -0.018 0.002 0.090
H -7.526 -0.325 0.504 0.004 0.000 0.003 0.082
C -0.397 1.566 3.162 -0.095 0.024 0.133 -0.061
C 1.614 -0.080 4.075 -0.017 0.003 0.040 -0.070
H -0.833 1.943 5.218 0.014 -0.011 -0.004 0.107
H 1.661 2.720 -2.076 -0.010 -0.025 0.001 0.068
C 0.841 0.614 4.991 -0.011 0.001 -0.043 -0.074
H 2.908 1.699 0.498 -0.051 -0.032 -0.048 0.053
H 4.235 -3.262 2.756 0.046 0.013 -0.032 0.065
C -4.576 0.026 1.917 -0.039 0.034 -0.016 -0.036
H -2.926 2.526 -3.710 0.028 -0.009 0.014 0.054
H 5.758 0.127 2.133 -0.005 -0.015 0.021 0.082
H -4.119 -0.641 -2.068 -0.009 0.045 0.008 0.097
C -3.063 -1.764 1.448 -0.107 0.096 -0.069 -0.288
N -0.745 -1.936 0.017 -0.486 -0.964 0.100 -0.285
C -0.186 1.422 4.522 0.013 -0.009 -0.043 -0.063
C -3.292 -0.156 -1.544 0.015 0.077 0.003 -0.090
H 2.386 -0.740 4.441 0.027 -0.033 0.002 0.085
H 3.733 -1.720 -4.381 0.019 0.005 -0.014 0.128
S -1.428 -2.409 1.441 0.130 -0.050 -0.216 0.613
H 3.404 -3.613 0.364 -0.016 0.006 0.011 0.070
O -0.732 -1.751 2.510 0.074 0.103 0.060 -0.289
H 4.207 -0.511 0.245 0.022 -0.015 -0.012 0.090
H -3.615 2.512 -2.080 0.006 -0.003 0.002 0.075
H 4.632 1.810 0.871 -0.021 -0.005 -0.006 0.085
C 2.776 -0.376 -1.880 -0.172 0.070 0.119 -0.508
C -1.042 -2.911 -1.070 -0.017 0.201 0.286 -0.156
H -2.256 0.092 -3.394 0.002 -0.005 -0.042 0.105
C -4.114 -2.557 1.008 -0.020 0.075 -0.019 -0.047
C 0.409 0.909 2.233 -0.131 0.004 -0.346 -0.319
H -7.070 0.855 1.737 0.006 -0.005 -0.001 0.074
C -0.173 2.366 0.408 0.109 -0.260 0.200 -0.282
C 2.257 -2.725 2.005 0.010 -0.002 -0.033 -0.492
C 0.208 1.658 -3.332 -0.069 -0.032 -0.053 -0.482
H -3.921 -3.571 0.682 -0.006 0.005 0.016 0.116
H 0.145 5.618 1.343 -0.003 -0.002 -0.003 0.107
```
Positions in Å, forces in eV/Å.

Its net charge is 0. Its LUMO energy is -0.23 eV.

***

Orbital gap for every record listed, in sequence, given in eV: 3.899; 7.461.
Relative energy (zero: lowest compared OMol25 entry of this formula, charge and spin) for every record listed, in sequence, given in kJ/mol: 32.54; 13.68.
HOMO energy for every record listed, in sequence, given in eV: 0.15; -7.69.